(1)
{"formula": "C4H16N2O2", "method": "the ωB97M-V functional and the def2-TZVPD basis", "symbols": ["C", "C", "C", "N", "C", "N", "H", "H", "H", "H", "H", "H", "H", "H", "H", "H", "H", "H", "O", "H", "H", "O", "H", "H"], "xyz": [[-1.04414, 1.13635, 2.53613], [-0.12983, 0.79385, 1.33319], [-0.64547, -0.01000, 0.13427], [-2.17645, -0.05643, 0.10053], [-0.14559, -1.50067, 0.00917], [0.28617, -1.68043, -1.41286], [-1.20110, 0.25275, 3.05122], [-0.50468, 1.85571, 3.14956], [-2.19494, 1.31454, 2.26450], [0.83165, 0.55387, 1.83273], [0.21824, 1.82305, 1.02189], [-0.38248, 0.48676, -0.78890], [-2.43921, 0.38326, -0.68718], [-2.59137, 0.65257, 0.83809], [0.82755, -1.50270, 0.61790], [-0.82341, -2.32288, 0.36270], [-0.58123, -1.83537, -1.96607], [0.87240, -0.81198, -1.77023], [1.07377, 3.28037, -2.20590], [1.56547, 3.24384, -1.40918], [1.47903, 2.67659, -2.82061], [2.94749, -2.92602, -1.54286], [2.08781, -3.15805, -2.00051], [2.67032, -2.64898, -0.64759]], "nbo_charge": [-0.590, -0.431, -0.075, -0.827, -0.219, -0.877, 0.201, 0.221, 0.184, 0.216, 0.198, 0.190, 0.343, 0.347, 0.165, 0.225, 0.365, 0.366, -0.937, 0.468, 0.470, -0.958, 0.490, 0.466], "smiles": "CC[C@H](N)CN.O.O", "e_above_lowest_ev": 2.401, "e_lumo_ev": 0.478, "homo_ev": -9.197, "energy_ev": -11480.571, "gap_ev": 9.7}

***

(2)
{"formula": "C4H16N2O2", "method": "the ωB97M-V functional and the def2-TZVPD basis", "symbols": ["C", "N", "C", "C", "N", "C", "H", "H", "H", "H", "H", "H", "H", "H", "H", "H", "H", "H", "H", "H", "O", "H", "H", "O"], "xyz": [[-0.86844, 1.29764, 2.30070], [-1.32989, -0.01250, 2.35108], [-0.35583, 0.43569, -2.48322], [-0.29646, -0.77558, -1.56563], [1.07138, -1.14026, -1.22738], [1.81675, -0.17391, -0.52665], [-0.17117, 1.49402, 1.40324], [-0.34583, 1.54119, 3.17175], [-1.66447, 1.96396, 2.19313], [-0.72319, -0.81238, 1.90303], [-0.09994, 1.24231, -1.80876], [-1.30046, 0.57171, -2.90269], [-0.91539, -0.54864, -0.64673], [-0.74858, -1.67184, -2.02257], [1.01612, -1.93296, -0.61873], [1.82525, 0.75263, -1.05239], [1.33564, 0.06606, 0.44209], [2.86741, -0.54711, -0.36311], [-2.22903, -0.04303, 1.82557], [0.15262, -2.79205, 1.51233], [0.07506, -1.95335, 1.04249], [0.35424, 0.36244, -3.27512], [-0.03104, 2.87325, -0.19674], [-0.08055, 1.88106, -0.24822]], "nbo_charge": [-0.378, -0.577, -0.613, -0.220, -0.525, -0.405, 0.317, 0.227, 0.202, 0.453, 0.258, 0.207, 0.212, 0.219, 0.410, 0.195, 0.204, 0.199, 0.370, 0.441, -1.099, 0.213, 0.459, -0.768], "e_above_lowest_ev": 8.717, "e_lumo_ev": -4.270, "homo_ev": -7.979, "energy_ev": -11474.254, "gap_ev": 3.7}

***

(3)
{"formula": "C4H16N2O2", "method": "the ωB97M-V functional and the def2-TZVPD basis", "symbols": ["N", "C", "C", "C", "C", "N", "H", "H", "H", "H", "H", "H", "H", "H", "H", "H", "H", "H", "O", "H", "H", "O", "H", "H"], "xyz": [[0.93400, -1.11779, -2.91922], [1.17951, -0.49433, -1.60782], [-0.10228, -0.17276, -0.86310], [-0.44585, 1.32087, -1.10553], [-1.58340, 1.89826, -0.24785], [-2.70143, 0.96241, -0.08954], [1.78768, -1.38083, -3.39052], [0.38374, -1.94854, -2.90242], [1.83299, 0.33599, -1.87175], [1.78800, -1.16084, -1.00750], [-0.03194, -0.46946, 0.18316], [-0.94330, -0.76499, -1.22292], [-0.76165, 1.30150, -2.14053], [0.42655, 1.93864, -0.92558], [-1.17742, 2.12366, 0.73755], [-1.88872, 2.86420, -0.66999], [-3.28863, 0.95317, -0.89634], [-3.10680, 1.07108, 0.82061], [-1.06682, -1.06457, 4.56033], [-0.17864, -1.40929, 4.56746], [-1.83564, -1.53645, 4.25686], [3.29114, -0.75495, 1.20413], [3.68838, -0.66657, 0.32969], [4.01795, -1.13388, 1.71338]], "nbo_charge": [-0.846, -0.212, -0.414, -0.397, -0.211, -0.866, 0.349, 0.348, 0.181, 0.163, 0.211, 0.213, 0.199, 0.198, 0.184, 0.165, 0.363, 0.371, -0.986, 0.493, 0.492, -0.931, 0.467, 0.466], "smiles": "NCCCCN.O.O", "e_above_lowest_ev": 1.146, "e_lumo_ev": 0.672, "homo_ev": -8.739, "energy_ev": -11481.825, "gap_ev": 9.4}

***

(4)
{"formula": "C4H16N2O2", "method": "the ωB97M-V functional and the def2-TZVPD basis", "symbols": ["C", "O", "C", "C", "C", "N", "N", "H", "H", "H", "H", "H", "H", "H", "H", "H", "H", "H", "H", "H", "H", "H", "H", "O"], "xyz": [[-1.75943, -0.31648, 0.65931], [-1.19908, -1.60315, 0.91810], [-1.22303, 0.15228, -0.68120], [0.29393, 0.28458, -0.78626], [0.96048, -1.12286, -0.72272], [1.49006, -1.34940, 0.67602], [-1.79030, 1.57148, -0.86502], [-2.85689, -0.33496, 0.67395], [-1.51785, 0.36860, 1.48423], [-1.84889, -2.08491, 1.43713], [-1.57929, -0.58783, -1.39876], [0.74178, 0.91464, -0.01681], [0.61565, 0.69481, -1.74782], [1.77537, -1.12108, -1.43839], [0.23098, -1.90785, -0.90015], [0.69995, -1.53266, 1.30276], [2.09044, -0.54753, 0.86601], [2.13198, -2.14499, 0.64894], [-2.07841, 1.77762, -1.82651], [-2.64500, 1.69776, -0.31765], [-1.08962, 2.27110, -0.61132], [2.87931, 1.58019, 1.66833], [3.14717, 1.90537, 0.20037], [2.53069, 1.43527, 0.77744]], "nbo_charge": [-0.101, -0.749, -0.059, -0.484, -0.218, -0.696, -0.677, 0.213, 0.190, 0.523, 0.254, 0.265, 0.256, 0.250, 0.249, 0.468, 0.462, 0.450, 0.464, 0.453, 0.455, 0.509, 0.512, -0.991], "charge": 2, "e_above_lowest_ev": 0.571, "e_lumo_ev": -6.528, "homo_ev": -18.970, "energy_ev": -11466.787, "gap_ev": 12.4}

***

(5)
{"formula": "C4H16N2O2", "method": "the ωB97M-V functional and the def2-TZVPD basis", "symbols": ["C", "C", "C", "C", "N", "N", "H", "H", "H", "H", "H", "H", "H", "H", "H", "H", "H", "H", "H", "H", "O", "H", "H", "O"], "xyz": [[-0.28221, -0.57306, -0.15253], [-0.94745, 0.82673, -0.00380], [-1.71402, 1.02130, 1.28513], [-1.17669, 1.18297, 2.46858], [-3.19716, 1.10614, 1.18569], [1.16475, -0.45809, -0.50159], [-0.38193, -1.10955, 0.77136], [-0.72153, -1.17203, -0.94083], [-0.15521, 1.57744, 0.04980], [-1.55319, 1.02288, -0.88605], [-1.63721, 1.13911, 3.44050], [-0.11122, 1.29866, 2.60302], [-3.65946, 0.21749, 0.97270], [-3.49002, 1.82768, 0.50906], [-3.56653, 1.51161, 2.04467], [1.75372, -1.29617, -0.29998], [1.32194, -0.42701, -1.55799], [1.60378, 0.32806, -0.02780], [3.48422, -3.14113, 0.21937], [3.64989, -2.21877, -1.00222], [3.10110, -2.36608, -0.22145], [2.38469, 0.66388, -3.13459], [1.98743, -0.69904, -3.83298], [2.14232, -0.26303, -2.98807]], "nbo_charge": [-0.218, -0.477, 0.111, -0.321, -0.690, -0.731, 0.231, 0.238, 0.252, 0.249, 0.252, 0.242, 0.457, 0.456, 0.462, 0.485, 0.474, 0.422, 0.522, 0.502, -0.979, 0.511, 0.522, -0.971], "charge": 2, "e_above_lowest_ev": 0.741, "e_lumo_ev": -6.529, "homo_ev": -18.375, "energy_ev": -11466.616, "gap_ev": 11.8}

***

(6)
{"formula": "C4H16N2O5", "method": "the ωB97M-V functional and the def2-TZVPD basis", "symbols": ["N", "C", "C", "O", "N", "C", "C", "O", "H", "H", "H", "H", "H", "H", "H", "H", "H", "H", "O", "H", "H", "O", "H", "H", "O", "H", "H"], "xyz": [[-0.83563, 0.15938, -1.90398], [-0.05602, 0.27201, -0.65597], [-0.68566, 1.22308, 0.36738], [-0.90269, 2.40711, 0.08522], [-0.97749, 0.81630, 1.62915], [-0.76578, -0.53494, 2.12238], [0.66591, -0.77930, 2.61658], [0.80868, -0.26869, 3.92019], [-0.84145, 1.07467, -2.40754], [-1.82934, -0.18570, -1.69135], [0.12631, -0.77111, -0.23355], [1.00267, 0.65098, -0.90894], [-1.35746, 1.47547, 2.27554], [-1.46105, -0.70664, 2.96519], [-1.00626, -1.25755, 1.36667], [0.88015, -1.84464, 2.71218], [1.40034, -0.34312, 1.95870], [0.82409, 0.74455, 3.91677], [2.01155, -1.95826, -0.42671], [2.53718, -2.77077, -0.38891], [1.59922, -2.03417, -1.30168], [0.84250, -1.99251, -2.84063], [0.14590, -1.37061, -2.69848], [1.36117, -1.62684, -3.52829], [-1.33435, 2.98096, -2.51584], [-0.90225, 3.74062, -2.83520], [-1.25023, 2.89974, -1.59888]], "nbo_charge": [-0.886, -0.348, 0.668, -0.676, -0.607, -0.253, -0.073, -0.724, 0.419, 0.370, 0.232, 0.239, 0.408, 0.217, 0.205, 0.189, 0.179, 0.465, -0.989, 0.466, 0.493, -0.965, 0.503, 0.475, -0.977, 0.472, 0.498], "smiles": "NCC(=O)NCCO.O.O.O", "e_above_lowest_ev": 1.195, "e_lumo_ev": 0.587, "homo_ev": -9.647, "energy_ev": -17625.526, "gap_ev": 10.2}